Below is a single C3H3N molecule, with properties calculated with the ωB97M-V functional and the def2-TZVPD basis.

- ΔE to the lowest compared entry with this formula, charge and spin: 0.9 kcal per mole
- SMILES: C=CC#N
- Spin multiplicity: 1

Geometry (Å):
C1 0.4827 -0.6872 -0.6229
C2 -0.3310 -0.1986 0.3266
C3 -0.3283 1.2108 0.6536
N1 -0.4113 2.3616 0.7628
H1 0.4000 -1.7563 -0.8354
H2 1.2207 -0.0999 -1.1478
H3 -1.0327 -0.8304 0.8631

Forces on atoms 1 to 2 (eV/Å):
-0.772 -0.507 0.869
0.699 0.190 -0.442

---

Below is 2 unconnected molecules or ions with the total composition C8H15N2O2S2, with properties calculated with the ωB97M-V functional and the def2-TZVPD basis.

- ΔE to the lowest compared entry with this formula, charge and spin: 37.6 kcal per mole
- Spin multiplicity: 1
- Charge: +1

Geometry (Å):
C1 1.2641 -2.0528 0.6168
C2 -0.8001 0.7672 -0.1571
C3 2.1088 -0.8079 0.7589
C4 0.5388 -0.4472 2.4216
C5 -1.7359 -2.0904 -2.0519
C6 2.1386 1.3563 1.9490
C7 -0.9836 -0.8827 -1.8648
C8 -1.4123 0.9407 1.0159
N1 1.2605 -2.7554 -0.3763
N2 1.6263 0.0211 1.7809
O1 -0.0540 1.5529 -0.9334
O2 -0.7795 -0.5569 -0.5009
S1 -0.0265 -1.9857 1.9718
S2 -1.3864 2.3828 1.9040
H1 3.0889 -1.0461 0.9838
H2 2.1217 -0.2682 -0.1836
H3 -0.0484 0.2020 3.0678
H4 -2.0500 -2.4439 -2.9720
H5 -1.1909 -3.0391 -1.6990
H6 -2.5795 -1.9585 -1.3565
H7 1.9275 1.6245 2.9829
H8 3.2987 1.3084 1.8672
H9 1.6783 2.0380 1.2512
H10 -1.4345 0.0866 -2.2650
H11 -0.0106 -0.9651 -2.4171
H12 -2.1981 0.1173 1.2469
H13 0.6252 -3.4592 -0.4881
H14 -2.6694 2.6089 2.1105
H15 -0.1674 2.4610 -0.8472

Forces on atoms 1 to 2 (eV/Å):
-1.061 1.610 1.097
-0.081 -1.639 0.264